1.
{"formula": "C5H10O", "method": "ωB97M-V with the def2-TZVPD basis set", "elements": ["C", "C", "C", "C", "C", "O", "H", "H", "H", "H", "H", "H", "H", "H", "H", "H"], "positions_angstrom": [[1.64520, 1.36514, -0.40004], [-0.71066, -0.41425, -0.28283], [-0.45203, -1.39643, -1.38419], [-0.84179, -0.72859, 1.00720], [-1.06680, 0.31714, 2.02684], [-0.98115, 1.50942, 1.80882], [1.25978, 1.61127, -1.40052], [2.35696, 0.54219, -0.48227], [2.10336, 2.24996, 0.03077], [-0.82513, 0.63089, -0.56305], [-1.40958, -1.56361, -1.88385], [0.24957, -1.03531, -2.14619], [-0.08703, -2.34859, -0.99404], [-0.79072, -1.76102, 1.34669], [0.85557, 1.06860, 0.26919], [-1.30554, -0.04681, 3.04747]], "forces_ev_per_a": [[0.280, 0.178, -0.272], [-0.099, -0.174, -0.126], [-0.159, 0.033, 0.128], [-0.140, -0.036, -0.009], [0.010, 0.257, -0.097], [-0.095, -0.463, 0.090], [0.024, -0.099, 0.369], [0.093, 0.167, 0.000], [0.283, 0.030, -0.093], [-0.157, -0.240, 0.037], [0.062, -0.139, -0.168], [-0.132, 0.093, 0.290], [-0.088, 0.057, -0.045], [0.084, 0.114, -0.017], [0.001, 0.164, 0.023], [0.034, 0.057, -0.109]], "orbital_gap_ev": 10.20, "smiles": "C/C=C/C=O.C", "multiplicity": 1}



2.
{"formula": "C26H21F5MnN6OS3", "method": "ωB97M-V with the def2-TZVPD basis set", "elements": ["Mn", "C", "C", "N", "N", "C", "N", "S", "C", "C", "C", "C", "C", "N", "H", "H", "H", "H", "H", "H", "H", "H", "H", "H", "F", "C", "C", "C", "F", "C", "F", "C", "F", "C", "F", "O", "S", "N", "N", "S", "C", "C", "C", "C", "C", "C", "C", "C", "C", "C", "C", "C", "H", "H", "H", "H", "H", "H", "H", "H", "H", "H", "H"], "positions_angstrom": [[-1.34783, 0.22768, -0.94240], [-3.25449, 1.03347, -4.76233], [-2.40066, 0.91435, -3.53968], [-2.40652, -0.06870, -2.72530], [-3.16589, -1.19274, -2.91404], [-3.02192, -2.22927, -2.04607], [-3.77177, -3.30774, -2.34441], [-1.95169, -2.22472, -0.76046], [-1.42536, 2.00468, -3.18893], [-1.22723, 3.02934, -4.05221], [-0.09157, 3.89045, -3.77889], [0.63027, 3.74794, -2.66582], [0.20037, 2.79704, -1.57827], [-0.75554, 1.82630, -2.03167], [-3.95900, 0.21682, -4.89445], [-2.63152, 1.08366, -5.65345], [-3.83512, 1.95324, -4.70782], [-3.78623, -1.25513, -3.70316], [-4.58044, -3.22017, -2.93894], [-3.80881, -4.02218, -1.63679], [-1.82430, 3.14847, -4.94465], [0.20187, 4.63106, -4.51443], [1.50919, 4.36072, -2.50528], [-0.20682, 3.37955, -0.72804], [1.78868, 0.98217, -1.78537], [1.42676, 1.98915, -0.91920], [0.97528, 1.35734, 0.40165], [1.35421, 2.00755, 1.64417], [0.80874, 1.55864, 2.77748], [2.24060, 2.99629, 1.66478], [2.59777, 3.59512, 2.78813], [2.92633, 3.41717, 0.43858], [3.91141, 4.30282, 0.57766], [2.61947, 2.87329, -0.72649], [3.33459, 3.14925, -1.81149], [-4.92491, 1.44656, 1.45213], [-3.48207, 1.63566, 1.31057], [-2.70669, 0.96532, 0.28292], [0.21512, 0.33246, 0.37256], [0.91200, -2.91832, 0.94943], [0.11639, -3.21166, 2.51114], [0.67589, -4.09716, 3.43277], [0.03390, -4.34605, 4.63577], [-1.17765, -3.72414, 4.92331], [-1.73958, -2.84867, 4.00741], [-1.09293, -2.58951, 2.80247], [2.33311, -1.98130, 1.45553], [3.42282, -1.95395, 0.58847], [4.52842, -1.16853, 0.88434], [4.56296, -0.41323, 2.04912], [3.47817, -0.44421, 2.91531], [2.36324, -1.21864, 2.62092], [0.01866, -0.02576, 1.30504], [1.61524, -4.58307, 3.19827], [0.47408, -5.03360, 5.34796], [-1.68076, -3.92347, 5.86178], [-2.68073, -2.35867, 4.22490], [-1.54351, -1.90868, 2.08955], [3.39743, -2.54168, -0.32193], [5.36982, -1.15338, 0.20261], [5.42953, 0.19243, 2.28138], [3.49096, 0.14509, 3.82492], [1.51827, -1.22674, 3.29897]], "forces_ev_per_a": [[-0.201, -0.397, 0.451], [-0.005, 0.045, -0.045], [0.181, 0.493, -0.055], [-0.281, -0.493, -0.615], [0.201, 0.186, 0.336], [0.077, 0.340, -0.275], [-0.190, -0.141, 0.147], [-0.137, -0.499, -0.258], [-0.159, -0.391, 0.233], [0.237, 0.490, -0.323], [-0.349, -0.211, -0.241], [0.193, -0.017, 0.216], [-0.060, 0.088, 0.003], [0.102, 0.107, -0.515], [-0.020, -0.051, 0.031], [0.021, 0.002, -0.016], [0.015, 0.031, -0.007], [-0.059, -0.043, -0.087], [0.018, -0.008, -0.004], [0.015, -0.034, -0.038], [0.127, 0.038, 0.032], [-0.020, -0.034, 0.022], [-0.124, 0.028, -0.002], [0.100, -0.008, 0.051], [-0.002, -0.068, 0.021], [-0.066, 0.011, -0.028], [-0.020, 0.183, -0.136], [-0.106, -0.226, -0.007], [-0.114, -0.063, -0.054], [0.386, 0.309, -0.286], [0.034, 0.030, -0.018], [-0.004, 0.074, 0.516], [0.031, -0.011, 0.068], [-0.133, -0.071, -0.241], [-0.004, -0.005, -0.044], [0.034, -0.127, -0.212], [-0.411, 0.647, 0.969], [-0.151, -0.315, -0.193], [0.986, -0.087, 0.449], [0.111, -0.019, 0.148], [-0.113, -0.106, 0.118], [-0.025, 0.029, -0.028], [-0.015, 0.033, -0.026], [0.044, 0.000, -0.010], [0.035, 0.009, -0.041], [-0.024, -0.001, 0.040], [0.014, 0.114, 0.006], [0.006, 0.058, -0.017], [-0.049, -0.023, -0.029], [-0.027, 0.007, 0.005], [-0.022, -0.011, -0.032], [0.027, -0.015, -0.007], [-0.153, 0.134, 0.094], [-0.025, 0.004, 0.005], [-0.011, 0.027, -0.026], [0.023, 0.004, -0.034], [0.028, -0.015, -0.015], [0.024, -0.004, -0.008], [0.017, 0.007, 0.033], [-0.023, 0.000, 0.007], [-0.007, -0.007, -0.003], [-0.006, -0.024, -0.020], [0.031, -0.004, -0.005]], "orbital_gap_ev": [6.13, 6.18], "s2": 8.777, "multiplicity": 6}



For the records above, the corresponding largest force on an atom values read 0.009 0.024 Eh/bohr.
For the records above, the corresponding energy above the lowest of the compared OMol25 structures with the same formula, charge and spin values read 126.6 27.4 kJ/mol.